Record 1
{
  "formula": "C27H41BrO9",
  "method": "wB97M-V/def2-TZVPD",
  "species": ["C", "C", "C", "Br", "O", "C", "O", "C", "C", "C", "C", "O", "C", "C", "C", "C", "C", "C", "C", "H", "H", "H", "H", "H", "H", "H", "H", "H", "H", "H", "H", "H", "H", "H", "H", "H", "H", "H", "H", "H", "H", "H", "O", "C", "C", "C", "C", "O", "H", "H", "H", "H", "H", "H", "O", "C", "C", "C", "C", "O", "H", "H", "H", "H", "H", "H", "O", "C", "C", "C", "C", "O", "H", "H", "H", "H", "H", "H"],
  "positions_angstrom": [[2.387, 0.201, 2.814], [1.329, 0.678, 2.175], [0.059, 1.232, 1.365], [-1.241, 1.605, 2.833], [0.603, 2.493, 0.811], [0.212, 2.862, -0.550], [0.635, 3.794, -1.293], [-0.960, 1.746, -0.820], [-2.278, 2.567, -0.357], [-3.186, 3.016, -1.653], [-4.488, 2.091, -1.874], [-5.291, 2.064, -0.661], [-0.433, 0.483, 0.021], [0.945, -0.047, -0.686], [0.834, -0.245, -2.285], [-1.300, -0.874, 0.108], [-2.885, -0.672, 0.340], [-0.804, -1.898, 1.296], [-0.949, -3.401, 0.641], [3.417, 0.092, 3.314], [-1.091, 1.679, -1.959], [-2.915, 2.062, 0.453], [-1.932, 3.583, 0.108], [-2.576, 3.094, -2.624], [-3.579, 4.087, -1.407], [-4.111, 1.035, -2.203], [-5.093, 2.483, -2.794], [-5.510, 1.137, -0.397], [1.303, -1.072, -0.256], [1.847, 0.671, -0.510], [-0.107, -0.814, -2.635], [0.832, 0.762, -2.871], [1.744, -0.870, -2.631], [-1.194, -1.472, -0.891], [-3.392, 0.040, -0.408], [-3.467, -1.681, 0.300], [-3.015, -0.287, 1.435], [-1.482, -1.835, 2.237], [0.319, -1.786, 1.535], [-1.878, -3.448, -0.041], [-0.890, -4.235, 1.429], [-0.032, -3.546, -0.069], [3.492, -2.303, 4.544], [4.696, -2.376, 4.522], [5.521, -3.452, 5.170], [6.904, -2.839, 5.164], [6.860, -1.942, 3.951], [5.502, -1.499, 3.859], [5.474, -4.356, 4.557], [5.176, -3.655, 6.184], [7.709, -3.575, 5.126], [7.041, -2.235, 6.067], [7.116, -2.476, 3.030], [7.522, -1.080, 4.056], [-0.121, -4.601, -2.425], [0.699, -5.471, -2.255], [1.757, -5.881, -3.240], [2.204, -7.216, -2.688], [1.953, -7.059, -1.208], [0.816, -6.196, -1.108], [2.563, -5.144, -3.225], [1.342, -5.980, -4.244], [3.240, -7.464, -2.925], [1.566, -8.011, -3.089], [2.795, -6.587, -0.691], [1.733, -8.014, -0.727], [-4.172, 10.005, -0.574], [-4.057, 8.925, -1.100], [-2.868, 8.013, -0.976], [-3.094, 7.042, -2.113], [-4.598, 7.025, -2.236], [-5.022, 8.340, -1.865], [-2.899, 7.516, -0.004], [-1.935, 8.565, -1.099], [-2.665, 6.054, -1.936], [-2.652, 7.443, -3.031], [-5.063, 6.304, -1.556], [-4.922, 6.808, -3.256]],
  "lowdin_charge": [0.13, -0.11, -0.66, 0.77, -0.09, -0.28, 0.07, -0.13, -0.15, -0.16, -0.26, -0.11, -0.29, -0.18, -0.11, -0.28, -0.09, -0.19, -0.12, 0.06, 0.14, 0.08, 0.13, 0.12, 0.10, 0.12, 0.13, 0.10, 0.12, 0.13, 0.08, 0.08, 0.08, 0.13, 0.05, 0.09, 0.06, 0.11, 0.09, 0.08, 0.08, 0.07, 0.11, -0.47, -0.08, -0.17, -0.16, 0.01, 0.14, 0.13, 0.12, 0.12, 0.13, 0.13, 0.10, -0.48, -0.08, -0.17, -0.17, 0.02, 0.14, 0.13, 0.12, 0.12, 0.13, 0.13, 0.11, -0.47, -0.08, -0.17, -0.17, 0.03, 0.14, 0.13, 0.10, 0.12, 0.12, 0.13],
  "e_above_lowest_ev": 2.858,
  "multiplicity": 1,
  "e_lumo_ev": 0.3,
  "energy_ha": -4304.35342,
  "smiles": "C#C[C@@]1(Br)OC(=O)[C@H](CCCO)[C@]1(CC)[C@H](C)CC.O=C1CCCO1.O=C1CCCO1.O=C1CCCO1"
}

Record 2
{
  "formula": "C6H11N2O",
  "method": "wB97M-V/def2-TZVPD",
  "species": ["C", "C", "C", "C", "C", "C", "N", "N", "O", "H", "H", "H", "H", "H", "H", "H", "H", "H", "H", "H"],
  "positions_angstrom": [[0.864, -0.607, 1.683], [1.452, -0.116, 0.427], [-0.340, -0.344, 2.098], [0.707, 0.331, -0.569], [-1.687, 0.272, 0.119], [1.761, 0.497, -2.720], [-2.283, -1.007, -0.095], [-1.200, 0.655, 1.436], [0.686, 0.812, -1.716], [1.569, -1.331, 2.209], [2.562, -0.159, 0.569], [-0.745, -0.942, 2.864], [-2.288, 1.111, -0.319], [2.753, 0.438, -2.231], [1.529, 1.291, -3.477], [1.494, -0.464, -3.141], [-1.663, -1.730, 0.219], [-2.605, -1.151, -0.969], [-1.880, 0.876, 2.257], [-0.687, 1.569, 1.356]],
  "lowdin_charge": [-0.09, -0.08, -0.12, -0.15, -0.12, 0.05, 0.12, 0.02, -0.05, 0.15, 0.13, 0.11, 0.15, 0.11, 0.12, 0.09, 0.09, 0.05, 0.22, 0.20],
  "e_above_lowest_ev": 6.279,
  "multiplicity": 1,
  "charge": 1,
  "e_lumo_ev": [-3.7, -3.7],
  "energy_ha": -419.52612
}